No. 1
Molecular formula: CH4N4
Method: DFT, the ωB97M-V functional and the def2-TZVPD basis

Computed properties:
energy: -7059.045 eV
LUMO: 0.022 Ha
ΔE to the lowest compared entry with this formula, charge and spin: 3.940 eV
total charge: 0
HOMO: -9.524 eV
frontier orbital gap: 10.11 eV

Atoms and positions in Å:
C (2.51, 0.05, 0.03)
N (1.92, -0.71, -0.59)
N (-2.02, -1.20, -0.24)
N (-2.09, 0.01, -0.32)
N (-1.04, 0.67, 0.08)
H (2.95, 0.95, 0.41)
H (-1.13, -1.53, 0.24)
H (-0.80, 1.66, -0.23)
H (-0.31, 0.10, 0.62)

Need the natural (NBO) charges? In units of e they are:
1 C 0.062
2 N -0.298
3 N -0.395
4 N 0.048
5 N -0.648
6 H 0.237
7 H 0.255
8 H 0.399
9 H 0.340

***

No. 2
Molecular formula: CH4N4
Method: DFT, the ωB97M-V functional and the def2-TZVPD basis

Computed properties:
energy: -7054.715 eV
LUMO (alpha / beta): -0.009 / -0.034 Ha
ΔE to the lowest compared entry with this formula, charge and spin: 8.270 eV
total charge: 0
HOMO (alpha / beta): -9.576 / -9.727 eV
frontier orbital gap (alpha / beta): 9.33 / 8.79 eV

Atoms and positions in Å:
C (-0.92, -0.83, 0.92)
N (-0.28, -1.81, 0.30)
N (0.79, -0.94, -0.08)
N (0.25, -0.07, 0.78)
N (0.11, 2.07, -0.80)
H (-1.83, -0.67, 1.39)
H (1.72, -1.38, -0.04)
H (-0.83, 2.03, -1.37)
H (0.98, 1.60, -1.09)

Need the natural (NBO) charges? In units of e they are:
1 C 0.037
2 N -0.185
3 N -0.333
4 N -0.111
5 N -0.661
6 H 0.216
7 H 0.381
8 H 0.330
9 H 0.325

***

No. 3
Molecular formula: CH4N4OS
Method: DFT, the ωB97M-V functional and the def2-TZVPD basis

Computed properties:
energy: -19940.915 eV
LUMO: 0.017 Ha
ΔE to the lowest compared entry with this formula, charge and spin: 1.124 eV
total charge: 0
HOMO: -9.049 eV
frontier orbital gap: 9.52 eV

Atoms and positions in Å:
C (1.16, 0.69, 0.71)
N (-2.04, -0.29, -0.73)
N (-1.53, -1.37, -1.08)
N (-1.29, 0.49, 0.01)
N (-0.08, -0.15, 0.42)
O (0.90, -1.70, -1.53)
S (0.01, -1.71, -0.39)
H (1.86, -0.07, 0.96)
H (1.61, 1.23, -0.17)
H (1.04, 1.50, 1.47)
H (-1.65, 1.40, 0.33)

Need the natural (NBO) charges? In units of e they are:
1 C -0.421
2 N 0.060
3 N -0.480
4 N -0.259
5 N -0.532
6 O -0.929
7 S 1.499
8 H 0.224
9 H 0.204
10 H 0.214
11 H 0.420

***

No. 4
Molecular formula: CH4N4S
Method: DFT, the ωB97M-V functional and the def2-TZVPD basis

Computed properties:
energy: -17892.816 eV
LUMO: -0.003 Ha
ΔE to the lowest compared entry with this formula, charge and spin: 3.450 eV
total charge: 0
HOMO: -8.606 eV
frontier orbital gap: 8.53 eV

Atoms and positions in Å:
C (-1.33, 1.47, -0.12)
N (1.42, -0.58, -0.75)
N (1.54, -1.50, 0.11)
N (0.99, 0.56, -0.45)
N (0.80, -2.45, 0.32)
S (-0.13, 0.51, 0.84)
H (-1.64, 1.02, -1.07)
H (-0.71, 2.28, -0.40)
H (-2.08, 1.85, 0.55)
H (1.15, -3.16, 0.97)

Need the natural (NBO) charges? In units of e they are:
1 C -0.732
2 N 0.027
3 N 0.015
4 N -0.311
5 N -0.329
6 S 0.301
7 H 0.226
8 H 0.229
9 H 0.232
10 H 0.342

***

No. 5
Molecular formula: CH4N4S
Method: DFT, the ωB97M-V functional and the def2-TZVPD basis

Computed properties:
energy: -17891.179 eV
2S+1: 3
LUMO (alpha / beta): 0.033 / -0.056 Ha
ΔE to the lowest compared entry with this formula, charge and spin: 2.709 eV
total charge: 0
HOMO (alpha / beta): -8.474 / -8.643 eV
frontier orbital gap (alpha / beta): 9.38 / 7.12 eV

Atoms and positions in Å:
C (-1.02, -0.77, 0.06)
N (0.39, -1.18, 0.06)
N (-1.07, 0.69, -0.07)
N (0.56, 0.98, 0.20)
N (1.07, -0.20, 0.12)
S (3.27, 0.16, -0.62)
H (-1.57, -1.24, -0.68)
H (-1.35, -1.00, 1.09)
H (-1.07, 0.87, -1.12)
H (0.79, 1.68, 0.94)

Need the natural (NBO) charges? In units of e they are:
1 C -0.164
2 N -0.152
3 N -0.468
4 N -0.342
5 N 0.052
6 S -0.105
7 H 0.213
8 H 0.192
9 H 0.349
10 H 0.426

***

No. 6
Molecular formula: CH4N5
Method: DFT, the ωB97M-V functional and the def2-TZVPD basis

Computed properties:
energy: -8539.787 eV
2S+1: 3
LUMO (alpha / beta): -0.135 / -0.259 Ha
ΔE to the lowest compared entry with this formula, charge and spin: 1.397 eV
total charge: +1
HOMO (alpha / beta): -13.636 / -14.713 eV
frontier orbital gap (alpha / beta): 9.97 / 7.67 eV

Atoms and positions in Å:
C (0.65, -0.14, 0.16)
N (-3.13, 0.69, -0.09)
N (-1.55, -0.93, 0.21)
N (-2.34, -0.10, 0.01)
N (1.40, -1.16, -0.08)
N (0.54, 1.17, 0.12)
H (0.87, -2.03, -0.20)
H (2.40, -0.94, -0.30)
H (-0.07, 1.76, 0.64)
H (1.21, 1.67, -0.47)

Need the natural (NBO) charges? In units of e they are:
1 C 0.655
2 N 0.079
3 N -0.080
4 N 0.105
5 N -0.762
6 N -0.778
7 H 0.471
8 H 0.440
9 H 0.451
10 H 0.419

***

No. 7
Molecular formula: CH4N5O2
Method: DFT, the ωB97M-V functional and the def2-TZVPD basis

Computed properties:
energy: -12633.183 eV
LUMO: -0.205 Ha
ΔE to the lowest compared entry with this formula, charge and spin: 0.926 eV
total charge: +1
HOMO: -14.983 eV
frontier orbital gap: 9.41 eV

Atoms and positions in Å:
C (-0.08, -0.06, 0.07)
N (0.82, 0.33, 1.22)
N (0.91, 0.30, -1.07)
N (1.90, 0.70, 0.88)
N (1.94, 0.67, -0.62)
N (-1.30, 0.91, 0.01)
O (0.74, -2.07, 0.14)
O (-0.47, -1.31, 0.04)
H (-1.51, 1.31, 1.01)
H (-2.08, 0.37, -0.32)
H (-1.36, 1.57, -0.82)
H (0.50, -2.72, -0.54)

Need the natural (NBO) charges? In units of e they are:
1 C 0.541
2 N -0.143
3 N -0.137
4 N 0.082
5 N 0.055
6 N -0.735
7 O -0.363
8 O -0.257
9 H 0.503
10 H 0.460
11 H 0.490
12 H 0.504

***

No. 8
Molecular formula: CH4N6O6
Method: DFT, the ωB97M-V functional and the def2-TZVPD basis

Computed properties:
energy: -22312.043 eV
LUMO: -0.060 Ha
ΔE to the lowest compared entry with this formula, charge and spin: 0.928 eV
total charge: 0
HOMO: -9.647 eV
frontier orbital gap: 8.02 eV

Atoms and positions in Å:
C (0.11, 0.55, -0.51)
N (-2.08, 0.77, -0.66)
N (0.33, -2.19, 0.02)
N (2.28, 0.85, -0.58)
N (-1.05, 1.13, 0.02)
N (-0.64, -1.47, -0.13)
N (1.33, 0.57, 0.19)
O (-1.11, 1.80, 1.00)
O (-1.79, -1.29, -0.02)
O (1.47, 0.29, 1.38)
O (-3.21, 1.29, -0.09)
O (0.11, -3.53, 0.40)
O (3.46, 0.93, 0.17)
H (0.13, 0.67, -1.54)
H (-3.80, 1.58, -0.83)
H (0.60, -3.70, 1.17)
H (3.87, 1.76, 0.01)

Need the natural (NBO) charges? In units of e they are:
1 C 0.081
2 N 0.047
3 N 0.015
4 N 0.022
5 N 0.242
6 N 0.345
7 N 0.243
8 O -0.425
9 O -0.252
10 O -0.410
11 O -0.516
12 O -0.562
13 O -0.542
14 H 0.245
15 H 0.494
16 H 0.487
17 H 0.487

***

No. 9
Molecular formula: CH4NO
Method: DFT, the ωB97M-V functional and the def2-TZVPD basis

Computed properties:
energy: -4637.730 eV
LUMO: 0.177 Ha
ΔE to the lowest compared entry with this formula, charge and spin: 1.268 eV
total charge: -1
HOMO: -2.330 eV
frontier orbital gap: 7.14 eV

Atoms and positions in Å:
N (-0.95, 0.69, -1.14)
C (-0.05, -0.03, -0.59)
O (1.22, -0.74, 1.74)
H (-0.25, -0.92, -0.01)
H (0.91, 0.12, 1.42)
H (-1.85, 0.61, -0.67)
H (0.98, 0.27, -0.75)

Need the natural (NBO) charges? In units of e they are:
1 N -0.715
2 C -0.010
3 O -1.330
4 H 0.203
5 H 0.372
6 H 0.316
7 H 0.164

***

No. 10
Molecular formula: CH4NO2
Method: DFT, the ωB97M-V functional and the def2-TZVPD basis

Computed properties:
energy: -6684.313 eV
2S+1: 2
LUMO (alpha / beta): 0.009 / -0.070 Ha
ΔE to the lowest compared entry with this formula, charge and spin: 1.130 eV
total charge: 0
HOMO (alpha / beta): -10.383 / -10.838 eV
frontier orbital gap (alpha / beta): 10.64 / 8.93 eV

Atoms and positions in Å:
O (-2.12, 1.14, 1.40)
H (-1.72, 1.01, 2.26)
C (0.86, 0.34, -1.16)
N (1.57, -1.00, -1.10)
O (0.14, 0.74, -0.16)
H (-1.32, 0.93, 0.83)
H (1.34, -1.46, -0.28)
H (1.25, -1.69, -1.79)

Need the natural (NBO) charges? In units of e they are:
1 O -0.949
2 H 0.456
3 C 0.668
4 N -0.863
5 O -0.563
6 H 0.483
7 H 0.372
8 H 0.396